The following is a quantum chemistry calculation of a cluster of 2 separate species, C4H4O in total at a distorted geometry, from OMol25.

Each line ends with the Mulliken charge.
Element x y z (Å)
C1 1.073 -0.146 0.075  -0.071
C2 -1.101 -0.006 -0.467  -0.421
C3 0.071 0.792 0.088  -0.224
C4 -0.112 -0.809 0.387  -0.171
O1 3.156 0.049 0.014  -0.434
H1 -2.110 0.138 -0.277  0.340
H2 -0.964 -0.165 -1.562  0.204
H3 0.077 1.629 0.631  0.335
H4 -0.091 -1.482 1.110  0.442

As for the energy above the lowest of the compared OMol25 structures with the same formula, charge and spin: 201.86 kcal/mol. Its charge is 0. The calculation puts the highest occupied orbital energy (alpha / beta) at -9.076 / -9.112 eV.